DFT (ωB97M-V/def2-TZVPD) results for an isolated molecule of C5H11NO at a distorted geometry.

Geometry as XYZ:
```
18
Properties=species:S:1:pos:R:3:nbo_charge:R:1
C 1.96 -0.01 -0.94 -0.6239
C 1.30 1.26 -0.41 -0.4095
C -0.01 1.14 0.45 -0.4024
C -0.49 -0.27 0.91 -0.2504
N -1.38 -0.89 -0.08 -0.6268
C -2.58 -1.43 0.40 0.5327
O -3.14 -1.01 1.38 -0.5904
H 2.15 0.11 -2.02 0.2163
H 1.28 -0.87 -1.02 0.1896
H 2.92 -0.22 -0.48 0.2157
H 2.08 1.84 0.08 0.2026
H 0.98 1.91 -1.24 0.2038
H -0.83 1.57 -0.14 0.2122
H 0.21 1.77 1.31 0.2072
H -0.98 -0.08 1.85 0.2421
H 0.39 -0.91 0.81 0.1997
H -0.97 -1.58 -0.68 0.3739
H -2.90 -2.31 -0.18 0.1074
```

Results
LUMO energy in eV: 0.8462
Kohn-Sham gap in eV: 10.6
Highest occupied orbital energy in eV: -9.771
SMILES: CCCCNC=O
ΔE to the lowest compared entry with this formula, charge and spin in kJ/mol: 131.2